Below is C40H34Cl3GeMnN2O2SeSiTe as an isolated structure at a distorted geometry, with properties calculated with ωB97M-V with the def2-TZVPD basis set.

The geometry in XYZ format:
```
86
C40H34Cl3GeMnN2O2SeSiTe ωB97M-V with the def2-TZVPD basis set
Mn 0.16 0.52 -0.56
C -0.97 -0.57 3.14
N -1.68 -1.60 2.41
C -2.15 -1.52 1.17
Se -2.09 -0.12 -0.07
N -2.79 -2.67 0.91
C -2.76 -3.52 2.01
C -3.28 -4.78 2.25
C -3.03 -5.33 3.49
C -2.30 -4.64 4.47
C -1.78 -3.38 4.22
C -2.03 -2.83 2.97
H -0.94 0.34 2.54
H 0.05 -0.90 3.36
H -1.49 -0.37 4.07
H -3.26 -2.85 0.03
H -3.85 -5.31 1.50
H -3.42 -6.31 3.72
H -2.14 -5.10 5.43
H -1.22 -2.84 4.98
O -0.45 3.06 -1.13
C -0.87 2.41 -2.19
O -0.74 1.20 -2.29
H -1.32 3.03 -2.96
Cl 2.01 0.06 -1.85
Si 1.90 0.08 0.51
Cl 3.76 -0.15 1.17
Cl 0.09 -2.84 -1.36
Te -0.20 -2.06 -3.49
C 1.26 -3.26 -4.38
C 1.49 -4.56 -3.97
C 2.42 -5.31 -4.67
C 3.09 -4.76 -5.76
C 2.84 -3.46 -6.16
C 1.92 -2.69 -5.47
C -1.88 -3.24 -3.94
C -2.59 -2.78 -5.04
C -3.69 -3.51 -5.48
C -4.05 -4.67 -4.81
C -3.33 -5.11 -3.71
C -2.23 -4.39 -3.26
H 0.97 -4.99 -3.13
H 2.63 -6.33 -4.36
H 3.81 -5.36 -6.30
H 3.36 -3.03 -7.01
H 1.74 -1.66 -5.76
H -2.31 -1.86 -5.55
H -4.25 -3.17 -6.34
H -4.90 -5.24 -5.15
H -3.61 -6.02 -3.19
H -1.66 -4.74 -2.41
C 0.16 2.23 -0.13
Ge 0.82 3.44 1.32
C 2.76 3.26 1.07
C 3.23 3.02 -0.23
C 4.59 2.91 -0.48
C 5.49 3.04 0.57
C 5.04 3.30 1.86
C 3.68 3.41 2.11
C 0.21 5.23 0.97
C -1.15 5.53 0.92
C -1.57 6.83 0.68
C -0.63 7.84 0.48
C 0.73 7.54 0.52
C 1.15 6.24 0.76
C 0.33 2.74 3.06
C -0.80 3.22 3.72
C -1.10 2.77 5.00
C -0.27 1.85 5.63
C 0.87 1.38 4.99
C 1.16 1.82 3.70
H 2.53 2.94 -1.06
H 4.95 2.74 -1.48
H 6.56 2.96 0.38
H 5.74 3.42 2.67
H 3.33 3.62 3.11
H -1.89 4.75 1.06
H -2.62 7.07 0.65
H -0.95 8.85 0.29
H 1.46 8.32 0.36
H 2.21 6.02 0.79
H -1.43 3.96 3.26
H -1.97 3.15 5.52
H -0.49 1.52 6.64
H 1.53 0.69 5.49
H 2.08 1.48 3.21
```

Computed properties:
2S+1 ... 1
Total charge ... +2
HOMO level (spin up / spin down) ... -12.93 / -12.94 eV
Electronic energy ... -255013.5995 eV
ΔE to the lowest compared entry with this formula, charge and spin ... 120.89 kJ/mol